Computed, not measured: a molecular structure, C39H51IMoN10O4PS at a distorted geometry, with ωB97M-V/def2-TZVPD.

The calculation puts the largest force on an atom at 6.0 eV Å⁻¹. The value obtained for the LUMO energy (spin up / spin down) is -4.6 / -4.6 eV. As for the total charge: +1. The orbital gap (spin up / spin down) comes out at 5.7 / 5.7 eV. For the energy above the lowest of the compared OMol25 structures with the same formula, charge and spin, the calculation gives 54.8 kcal/mol.

XYZ file:
```
108
Properties=species:S:1:pos:R:3:lowdin_charge:R:1
Mo -1.41 0.65 0.30 1.53
C 0.65 4.64 -0.01 0.01
C -0.69 4.62 -0.66 -0.24
N -1.13 5.73 -1.21 0.14
C -2.34 5.78 -1.75 -0.07
C -3.24 4.74 -1.72 -0.13
C -4.62 4.91 -2.30 -0.21
O -5.65 4.69 -1.37 -0.04
C -2.82 3.51 -1.14 -0.06
C -3.66 2.38 -1.00 0.01
N -3.20 1.27 -0.46 -0.12
C -3.94 0.14 -0.14 -0.35
C -5.28 -0.13 -0.38 0.00
C -5.80 -1.30 0.17 -0.06
C -5.00 -2.15 0.90 -0.05
C -3.65 -1.86 1.12 -0.09
C -3.10 -0.71 0.59 -0.23
I -2.19 1.80 2.70 0.30
C -1.47 3.44 -0.67 -0.24
O -0.97 2.32 -0.23 -0.32
H 1.26 5.42 -0.44 0.09
H 1.14 3.67 -0.12 0.05
H 0.53 4.84 1.06 0.10
H -2.59 6.72 -2.22 0.12
H -4.78 4.18 -3.10 0.13
H -4.70 5.91 -2.74 0.13
H -5.65 5.40 -0.72 0.11
H -4.70 2.47 -1.32 0.14
H -5.91 0.53 -0.95 0.11
H -6.85 -1.52 0.03 0.11
H -5.42 -3.05 1.32 0.11
H -3.06 -2.54 1.71 0.10
N -3.04 -6.88 -0.70 0.13
C -2.42 -5.70 -0.93 -0.31
C -2.26 -5.21 -2.24 -0.01
C -1.62 -4.01 -2.47 -0.05
C -1.14 -3.28 -1.40 -0.29
C -1.30 -3.73 -0.10 -0.09
C -1.94 -4.92 0.14 -0.02
S -0.17 -1.83 -1.64 0.69
O 0.81 -1.85 -0.56 -0.39
O 0.40 -1.77 -2.95 -0.25
N -1.11 -0.48 -1.39 -0.23
C -1.67 -0.09 -2.57 -0.50
N -2.15 -1.03 -3.38 0.14
C -2.57 -0.63 -4.57 -0.09
C -2.52 0.70 -4.97 -0.02
C -2.06 1.60 -4.02 -0.10
N -1.65 1.22 -2.82 0.13
H -3.30 -7.46 -1.48 0.11
H -3.07 -7.27 0.22 0.10
H -2.63 -5.79 -3.07 0.11
H -1.48 -3.63 -3.47 0.11
H -0.90 -3.12 0.70 0.10
H -2.07 -5.28 1.15 0.12
H -2.95 -1.41 -5.21 0.12
H -2.82 1.01 -5.95 0.11
H -2.01 2.66 -4.21 0.12
N 0.10 -0.05 0.97 -0.28
P 1.65 -0.42 0.99 0.75
N 2.25 0.66 2.19 -0.21
C 1.50 1.83 2.60 -0.27
C 2.41 2.96 3.07 -0.18
C 3.23 2.51 4.28 -0.18
C 3.68 1.05 4.11 -0.16
C 3.61 0.62 2.65 -0.22
N 2.57 0.10 -0.31 -0.19
C 1.94 0.67 -1.49 -0.22
C 2.76 1.88 -1.96 -0.16
C 4.20 1.47 -2.24 -0.19
C 4.79 0.80 -1.00 -0.17
C 3.91 -0.38 -0.59 -0.20
N 2.22 -1.84 1.68 -0.21
C 1.62 -2.16 2.97 -0.20
C 2.69 -2.75 3.89 -0.17
C 3.31 -3.98 3.23 -0.19
C 3.81 -3.64 1.83 -0.17
C 2.67 -3.03 1.00 -0.21
H 0.84 1.56 3.44 0.07
H 0.86 2.16 1.77 0.05
H 1.79 3.81 3.33 0.11
H 3.07 3.27 2.25 0.11
H 2.63 2.61 5.18 0.11
H 4.10 3.16 4.39 0.11
H 3.02 0.40 4.69 0.11
H 4.69 0.91 4.49 0.11
H 3.99 -0.39 2.52 0.09
H 4.25 1.30 2.05 0.11
H 0.92 0.98 -1.23 0.07
H 1.88 -0.07 -2.29 0.11
H 2.75 2.65 -1.19 0.10
H 2.30 2.29 -2.86 0.12
H 4.79 2.34 -2.51 0.11
H 4.23 0.76 -3.07 0.12
H 4.82 1.53 -0.18 0.11
H 5.80 0.45 -1.19 0.12
H 4.30 -0.87 0.30 0.10
H 3.88 -1.10 -1.42 0.13
H 0.82 -2.89 2.85 0.12
H 1.20 -1.25 3.40 0.11
H 2.25 -3.01 4.85 0.12
H 3.47 -2.01 4.07 0.10
H 2.56 -4.78 3.17 0.11
H 4.13 -4.36 3.84 0.11
H 4.17 -4.54 1.33 0.12
H 4.63 -2.93 1.90 0.11
H 1.85 -3.76 0.92 0.12
H 3.00 -2.78 0.00 0.10
```